The following is a quantum chemistry calculation of a gas-phase ion, C5H6N (charge +1) in a non-equilibrium geometry, from OMol25.

Results
- Gap between HOMO and LUMO: 7.6054 eV
- F_max: 1.2 eV/A
- Energy above the lowest of the compared OMol25 structures with the same formula, charge and spin: 64.5 kcal/mol
- Molar mass: 80.11 g/mol
- Charge: +1

XYZ file:
```
12
Properties=species:S:1:pos:R:3:mulliken_charge:R:1
C -0.178 -0.027 -1.516 -0.4282
C 0.332 0.450 -0.203 0.8728
C 1.292 1.367 0.057 -0.6148
C -1.188 -1.261 0.021 -0.4658
C -0.294 -0.366 0.746 -0.0971
N -0.955 -1.010 -1.368 -0.3714
H 0.135 0.344 -2.475 0.4019
H 1.802 1.398 1.010 0.2794
H 1.618 2.070 -0.700 0.2960
H -1.052 -2.320 0.285 0.3592
H -2.256 -1.096 0.240 0.3386
H -0.175 -0.338 1.814 0.4293
```